[1]
9
Properties=species:S:1:pos:R:3 method="wB97M-V/def2-TZVPD" gap_ev=9.90 spin_multiplicity=1 e_above_lowest_ev=3.2548 homo_ev=-10.12
C -0.06819 -0.36306 -1.89109
C 0.39284 0.48734 -0.14100
C -0.59270 -0.35263 0.12531
H -0.41261 -0.68217 -2.94072
N 0.72005 0.57540 -1.42170
N 0.28108 0.29185 1.99074
N -0.60628 -0.63515 1.49660
O 0.79024 1.08308 1.02736
O -0.88312 -1.02964 -1.03712

[2]
23
Properties=species:S:1:pos:R:3 method="wB97M-V/def2-TZVPD" gap_ev=10.44 spin_multiplicity=1 charge=+1 e_above_lowest_ev=3.7474 homo_ev=-13.49
C 0.28097 0.41550 1.47198
C 1.08119 0.78702 0.13957
C -0.98129 -0.75144 -0.13471
C 1.71969 2.10413 0.05110
C -1.87896 0.29371 -0.63225
C -1.34841 -2.12026 -0.62375
N -0.48780 -0.73770 1.12402
N 0.54975 0.19712 -0.98568
N 1.77118 -0.39057 -0.54295
H 1.02041 0.03449 2.27101
H -0.31036 1.23897 1.85785
H 2.26378 2.22083 -0.77605
H 2.13584 2.17721 1.09527
H 1.04823 2.98571 0.01244
H -1.39779 1.32500 -0.64926
H -2.66703 0.35173 0.13729
H -2.39010 0.10542 -1.47777
H -0.92473 -2.83868 0.16117
H -0.83634 -2.39930 -1.53936
H -2.46180 -2.30751 -0.64986
H -0.14870 -1.54768 1.47278
H 2.59546 -0.18677 -1.21976
H 1.64830 -1.35736 -0.19189

[3]
57
Properties=species:S:1:pos:R:3 method="wB97M-V/def2-TZVPD" gap_ev="9.38 / 4.77" spin_multiplicity=2 e_above_lowest_ev=6.8858 homo_ev="-10.16 / -10.16"
C -2.05883 1.99297 1.87460
C -2.12847 0.51716 2.37264
N -0.99953 -0.32350 2.37066
C -0.55198 -0.56452 1.03803
C 0.77289 0.11217 0.61321
O 1.77152 0.28583 1.22564
O 0.84339 0.43661 -0.67573
H -3.16684 2.26406 1.76902
H -1.63034 2.14815 0.81087
H -1.39045 2.69860 2.36776
H -2.44391 0.86622 3.47089
H -2.88787 -0.03693 1.85969
H -0.47770 -0.05832 3.25658
H -1.36109 -0.36560 0.24539
H -0.58705 -1.67560 0.80818
H 3.33720 -2.58249 1.23981
H 4.13392 -1.93807 0.40229
O 4.01049 -2.85240 0.60757
H -0.72646 -3.52095 -1.33877
H 0.03753 -3.46843 -2.72194
O 0.16804 -3.27771 -1.77465
H 1.04714 4.38709 0.71876
H -0.28935 3.68485 0.88525
O 0.10562 4.48210 0.86022
H 0.92086 -0.01238 -3.34578
H 1.27326 -1.25945 -2.86426
O 1.27275 -0.80247 -3.72441
H 4.15077 1.70611 -1.77010
H 3.54596 3.00860 -1.09316
O 3.43327 2.40580 -1.91261
H -4.54967 0.12900 -0.12013
H -4.03174 -1.28179 -0.26959
O -4.43350 -0.69897 0.38984
H -0.64884 -0.49537 -1.79554
H -1.90472 0.21082 -2.44333
O -1.55389 -0.62685 -2.00083
H -2.79664 -2.57366 -0.83849
H -2.43720 -3.85022 -0.17443
O -2.76457 -3.53615 -0.97278
H 1.31558 -4.05498 -0.56281
H 1.70545 -3.66031 0.80285
O 1.49360 -4.38176 0.17162
H 1.11023 -0.83238 3.66694
H 2.45543 -0.18891 3.25790
O 2.02912 -0.52005 4.07209
H -0.35750 2.94915 -1.31947
H -0.71763 1.38127 -1.02764
O -1.09962 2.21024 -1.24956
H 2.79358 -0.11379 -1.65842
H 3.79228 0.17700 -2.87342
O 3.77263 -0.18928 -1.95391
H -2.94117 1.94119 -1.23048
H -3.62569 1.80744 0.16273
O -3.64306 1.50364 -0.85789
H 2.86214 2.08771 0.95425
H 1.74506 1.82429 -0.15250
O 2.30562 2.52526 0.44736

[4]
14
Properties=species:S:1:pos:R:3 method="wB97M-V/def2-TZVPD" gap_ev=9.06 spin_multiplicity=1 e_above_lowest_ev=3.8354 homo_ev=-8.18
C -1.36051 1.03592 0.41828
C 0.58009 -0.03217 0.98205
C -0.17011 -0.46742 -1.14716
C 0.91480 -1.14499 -1.65033
H -1.78380 0.14307 0.98768
H -0.92788 1.86117 1.08351
H -2.00432 1.52561 -0.56065
H 1.37118 -1.05029 0.94225
H 1.18527 0.32780 2.77459
H -0.96777 -0.57734 -1.77985
H 2.11328 -0.83757 -1.21524
N -0.24994 0.28071 -0.00706
N 0.45891 0.68343 2.03087
F 0.84081 -1.74793 -2.85894

[5]
16
Properties=species:S:1:pos:R:3 method="wB97M-V/def2-TZVPD" gap_ev=10.27 spin_multiplicity=1 e_above_lowest_ev=3.0516 homo_ev=-9.12
C 0.15346 0.19815 -1.30977
C -1.00048 -0.22990 -0.40349
C -0.78584 -1.51055 0.40180
C 0.53339 1.40259 1.52351
C 1.35374 0.97746 0.59777
C 1.71444 0.51095 -0.55694
H -1.58415 -0.44880 -1.32918
H 0.35451 -0.63472 -1.97612
H -0.25161 1.06166 -1.88331
H -1.57343 0.54197 0.14348
H -0.40597 -1.34749 1.41710
H -1.71948 -2.07820 0.48382
H -0.05158 -2.13051 -0.12255
H 0.13041 2.40633 1.44425
H 0.33446 0.83382 2.42274
H 2.79813 0.44724 -0.85311